The following is a quantum chemistry calculation of C37H59CaN6Se4Si2 as an isolated structure in a non-equilibrium geometry, from OMol25.

Computed properties:
LUMO (alpha / beta): -0.18 / -0.17 eV
HOMO energy (alpha / beta): -2.76 / -2.76 eV
Electronic energy: -343848.6133 eV

ORCA input file:
```
! wB97M-V def2-TZVPD RIJCOSX def2/J DEFGRID3
* xyz -1 1
Ca -15.8667 -1.5936 13.4586
C -17.3755 -2.1648 17.7612
C -18.0367 -3.1156 16.8297
C -19.3301 -3.6279 17.1450
C -19.9585 -4.5603 16.3088
C -19.2834 -5.0915 15.2569
C -18.0622 -4.5663 14.8168
C -17.3394 -5.1741 13.6304
C -17.4372 -3.6480 15.6555
N -16.2414 -2.9851 15.2370
C -15.0947 -3.1884 15.9019
C -14.7711 -4.5602 16.5742
C -14.0138 -2.1899 15.8712
C -12.8286 -2.3602 16.8526
N -13.9550 -1.2403 14.9421
C -13.1193 -0.0977 15.0574
C -13.3031 0.7904 16.1324
C -14.4836 0.5550 17.1046
C -12.4908 1.9064 16.2212
C -11.4891 2.0951 15.2291
C -11.2310 1.1335 14.2983
C -12.1062 0.0639 14.1066
C -11.9173 -0.9480 13.0395
H -18.1926 -1.6539 18.2597
H -16.7653 -1.3886 17.2671
H -16.8206 -2.7597 18.5017
H -19.8494 -3.3259 18.0102
H -20.9940 -4.8480 16.5186
H -19.6792 -5.9392 14.6926
H -17.4340 -6.2691 13.6609
H -16.2512 -4.8934 13.8225
H -17.6230 -4.7312 12.7027
H -15.6405 -5.2199 16.4206
H -14.6800 -4.4075 17.6472
H -13.7983 -5.0280 16.2040
H -12.3404 -3.3776 16.8664
H -13.1513 -2.0858 17.8654
H -12.0952 -1.5517 16.6253
H -15.3306 -0.0285 16.7073
H -14.9009 1.5246 17.3266
H -14.0814 0.1323 17.9806
H -12.6682 2.6505 16.9968
H -10.7934 2.9328 15.4072
H -10.3711 1.2071 13.6176
H -11.0951 -0.6702 12.3455
H -12.9103 -1.2087 12.4890
H -11.7242 -1.9279 13.4945
Se -15.7343 1.6131 14.0248
Se -17.0613 3.1914 12.6727
Se -16.6942 2.8591 10.3997
Se -18.6274 1.8792 9.5272
C -13.6063 -4.8639 11.7497
Si -14.5168 -4.8737 10.0892
C -15.6115 -6.4256 10.0683
C -13.0749 -5.0650 8.8579
C -15.2643 -3.3045 9.7951
C -14.5567 -2.1157 10.0441
C -13.4174 -1.7670 9.2771
C -13.0320 -0.4247 9.1635
C -13.6898 0.4880 9.9809
C -14.6077 0.0109 10.9750
N -14.8711 -1.2840 11.1391
Si -16.6024 -3.1850 8.5369
C -16.7879 -1.3702 7.9999
C -18.2995 -3.8982 9.0840
C -16.1613 -4.2394 6.9917
H -12.7262 -4.2639 11.4900
H -13.2804 -5.8932 11.9503
H -14.2075 -4.4421 12.6197
H -16.1486 -6.3258 9.1221
H -16.3177 -6.5920 10.8771
H -15.0834 -7.3963 9.8817
H -13.1188 -6.0841 8.3846
H -12.1171 -4.9822 9.4637
H -13.0806 -4.4103 7.9938
H -12.8797 -2.5827 8.7748
H -12.2928 -0.0798 8.4193
H -13.5403 1.5392 9.7362
H -15.0614 0.6988 11.6967
H -17.1394 -0.6653 8.7757
H -17.4868 -1.2617 7.1288
H -15.8633 -1.0054 7.5830
H -18.7899 -4.6615 8.4059
H -19.0089 -3.0883 9.1534
H -18.1771 -4.2910 10.1232
H -15.1063 -4.0911 6.7498
H -16.7842 -3.8956 6.1566
H -16.3893 -5.2844 7.2405
C -18.6995 0.1844 14.2246
N -19.6507 -0.7514 13.6362
C -21.0032 -0.5680 14.1107
C -19.2219 -1.4509 12.5629
N -17.9515 -1.6005 12.2945
N -20.3146 -2.0072 11.7465
C -21.0451 -1.1561 10.8123
C -20.9350 -3.2481 12.2026
H -19.2604 0.8185 14.8536
H -18.3217 0.8672 13.4466
H -17.9055 -0.4003 14.7001
H -21.0191 -0.7484 15.2165
H -21.6845 -1.2377 13.6264
H -21.3672 0.4385 13.8860
H -17.6926 -2.0116 11.3933
H -20.3134 -0.3622 10.5369
H -21.9389 -0.6091 11.2622
H -21.3302 -1.6794 9.8650
H -20.5170 -4.1517 11.6856
H -21.9921 -3.1448 11.9819
H -20.8857 -3.4667 13.2805
*
```

---

The following is a quantum chemistry calculation of C37H59GeN2OPdSSbSeSi3 as an isolated structure, from OMol25.

Computed properties:
LUMO: 3.86 eV
ΔE to the lowest compared entry with this formula, charge and spin: 82.1 kJ/mol
HOMO energy: -0.47 eV
Electronic energy: -210703.3360 eV

ORCA input file:
```
! wB97M-V def2-TZVPD RIJCOSX def2/J DEFGRID3
* xyz -2 1
Pd 0.3404 -0.0051 -1.0623
C 3.5705 -2.9297 0.0559
Sb 1.5517 -2.2516 -0.5654
C 2.4681 -0.4045 -1.3812
C 3.3876 0.4182 -0.6400
C 4.7507 0.5651 -1.0256
C 5.6029 1.3913 -0.3315
C 5.1333 2.0783 0.7869
C 3.8034 1.8720 1.1223
N 2.9560 1.1037 0.4545
Si 2.5915 -0.4387 -3.2018
C 4.0914 -1.3673 -3.9626
C 2.7408 1.3241 -3.9128
C 1.1561 -1.2835 -4.0971
C 0.6523 -2.5906 1.6266
C -0.3020 -1.4767 1.9396
C -1.6091 -1.6539 2.4181
C -2.3847 -0.5532 2.7327
C -1.8587 0.7203 2.5752
C -0.5528 0.8118 2.1194
N 0.1974 -0.2388 1.8263
Si 1.8648 -2.4874 3.0623
C 3.0022 -0.9954 3.0813
C 2.9052 -4.0475 3.3289
C 0.8932 -2.3093 4.6851
Si -0.1511 -4.2622 1.3528
C -0.8686 -5.0938 2.9163
C 1.0618 -5.5691 0.7276
C -1.5534 -4.1511 0.1024
H 4.1163 -2.8434 -0.8864
H 3.5444 -3.9808 0.3527
H 4.0986 -2.3464 0.8086
H 5.1161 -0.0019 -1.8713
H 6.6373 1.4896 -0.6472
H 5.7630 2.7336 1.3754
H 3.3861 2.3764 1.9945
H 5.0531 -0.8777 -3.7854
H 3.9644 -1.4507 -5.0481
H 4.1515 -2.3793 -3.5506
H 3.1369 2.0057 -3.1541
H 1.7544 1.6901 -4.2116
H 3.4029 1.3630 -4.7838
H 1.1866 -2.3668 -3.9592
H 1.2574 -1.0735 -5.1688
H 0.1861 -0.9257 -3.7497
H -2.0130 -2.6473 2.5571
H -3.3980 -0.6901 3.0955
H -2.4409 1.6089 2.7844
H -0.0805 1.7788 1.9575
H 3.7018 -0.9547 2.2493
H 3.5709 -0.9948 4.0184
H 2.4025 -0.0869 3.0231
H 3.4944 -4.3258 2.4569
H 2.2802 -4.8981 3.6134
H 3.5969 -3.8534 4.1552
H 0.3277 -1.3743 4.6954
H 1.5990 -2.2862 5.5223
H 0.1879 -3.1256 4.8553
H -0.1923 -5.0111 3.7696
H -1.0112 -6.1599 2.7111
H -1.8365 -4.6888 3.2203
H 1.8491 -5.7766 1.4542
H 1.5267 -5.2855 -0.2165
H 0.5002 -6.4958 0.5674
H -2.2628 -3.3542 0.3312
H -2.0960 -5.1014 0.0594
H -1.1530 -3.9343 -0.8900
C 2.8350 5.3735 -0.5203
Ge 1.1606 5.7698 -1.4501
C -0.2077 6.2899 -0.1431
C 1.4503 7.3063 -2.6606
C 0.6421 4.1764 -2.4510
Se 0.2242 2.7016 -1.2030
C -1.6883 3.0344 -1.1588
H 3.0379 6.1159 0.2539
H 3.6721 5.3666 -1.2204
H 2.7800 4.3893 -0.0528
H 0.1702 7.1060 0.4763
H -0.4434 5.4440 0.5029
H -1.1238 6.6257 -0.6318
H 1.7787 8.1859 -2.1027
H 0.5306 7.5623 -3.1897
H 2.2152 7.0668 -3.4011
H 1.4931 3.8405 -3.0458
H -0.2009 4.3157 -3.1284
H -1.8833 4.0947 -0.9987
H -2.0861 2.4396 -0.3395
H -2.1442 2.6849 -2.0834
C -8.3790 1.4317 0.6148
C -9.3969 0.4711 0.0565
O -10.5892 0.6646 0.1238
S -8.8368 -1.0561 -0.6534
C -7.0787 -0.9009 -0.7601
C -6.2564 -1.4304 0.2341
C -4.8853 -1.2854 0.1644
C -4.2687 -0.5961 -0.9025
C -5.1202 -0.0906 -1.9091
C -6.4898 -0.2471 -1.8427
C -2.8714 -0.4215 -0.9554
C -1.6508 -0.2537 -1.0029
H -8.8877 2.3624 0.8567
H -7.5515 1.6049 -0.0691
H -7.9544 0.9961 1.5214
H -6.7047 -1.9496 1.0737
H -4.2500 -1.6941 0.9380
H -4.6702 0.4260 -2.7469
H -7.1193 0.1482 -2.6322
*
```

---

The following is a quantum chemistry calculation of a 8-piece molecular cluster, C37H60F3N4O26S2 overall in a non-equilibrium geometry, from OMol25.

Computed properties:
LUMO: -3.50 eV
HOMO energy: -11.48 eV
Electronic energy: -128353.3976 eV

ORCA input file:
```
! wB97M-V def2-TZVPD RIJCOSX def2/J DEFGRID3
* xyz 1 1
C 1.9693 -2.1849 3.2165
S 0.1937 -2.0422 3.3598
O -0.4531 -3.2567 3.7078
O -0.0375 -1.0567 4.3476
N -0.3996 -1.3744 1.9030
C -0.3048 -1.9785 0.7316
N 0.3037 -3.2152 0.7521
C -0.6396 -4.3804 1.0108
N -2.0243 -4.0941 1.1794
C 1.0898 -3.3590 -0.4913
C 1.9957 -4.5797 -0.5296
O 2.7406 -4.4823 -1.7444
C 4.0688 -4.1574 -1.5360
O 4.1860 -2.7806 -1.1948
C 4.9415 -2.5678 -0.0203
C 5.1646 -1.0540 0.1198
O 5.1652 -0.6169 1.4593
C 0.1360 -3.2439 -1.6635
C -0.4694 -1.8461 -1.6566
C 0.5244 -0.8788 -2.3434
C 0.5965 -1.1265 -3.8481
C 1.2738 -0.0005 -4.5986
F 1.9958 0.7631 -3.7848
F 0.4158 0.7613 -5.2436
F 2.1090 -0.4745 -5.5033
N -0.7863 -1.3059 -0.3109
C -2.2002 -0.8664 -0.1191
C -2.3815 0.5972 0.3298
C -1.2410 1.5582 -0.0478
S -1.6452 2.6090 -1.4932
H 2.3374 -2.8815 3.9593
H 2.2967 -2.3769 2.2028
H 2.3298 -1.1957 3.4882
H -0.8092 -0.4474 1.9816
H -0.2794 -4.8727 1.9039
H -0.5432 -5.1126 0.2186
H -2.4729 -3.7154 0.3581
H -2.2355 -3.5769 2.0218
H 1.7446 -2.4890 -0.5382
H 2.6819 -4.5694 0.3144
H 1.4238 -5.5017 -0.5816
H 4.5501 -4.7846 -0.7815
H 4.6051 -4.3091 -2.4685
H 4.3913 -2.8979 0.8749
H 5.9157 -3.0573 -0.0342
H 6.0964 -0.8165 -0.3857
H 4.3522 -0.5536 -0.4081
H 4.9646 -1.3416 2.0608
H 0.7042 -3.4365 -2.5639
H -0.6664 -3.9831 -1.6647
H -1.3269 -1.8627 -2.3168
H 0.0855 0.1146 -2.2388
H 1.5035 -0.8934 -1.8750
H 1.1909 -2.0152 -4.0412
H -0.3800 -1.3512 -4.2616
H -2.6267 -1.4847 0.6638
H -2.8145 -1.0428 -0.9928
H -2.4862 0.6257 1.4175
H -3.2918 1.0241 -0.0606
H -1.1350 2.2546 0.7764
H -0.2655 1.0974 -0.1740
H -1.8235 3.8317 -0.9588
C 3.2462 3.4041 -4.9749
C 4.7252 3.3595 -5.2839
O 5.0051 4.7118 -5.6562
C 4.0642 5.5048 -5.0901
O 4.0990 6.6901 -5.0631
O 3.0628 4.7580 -4.5492
H 2.9547 2.7107 -4.1915
H 2.6277 3.2245 -5.8566
H 5.3285 3.1028 -4.4109
H 4.9681 2.6778 -6.0951
C 0.6445 7.7744 -3.8341
C 0.5844 6.2891 -3.5704
O -0.4666 6.1925 -2.5975
C -1.2606 7.2843 -2.7369
O -2.3089 7.4189 -2.1880
O -0.7032 8.1888 -3.5695
H 0.9290 8.0121 -4.8552
H 1.3156 8.2954 -3.1497
H 0.2993 5.7188 -4.4561
H 1.5147 5.8946 -3.1805
C 2.1373 -6.8410 6.4870
C 2.3396 -5.3982 6.8759
O 2.7857 -4.8107 5.6430
C 2.3388 -5.5874 4.6316
O 2.3933 -5.2708 3.4787
O 1.8214 -6.7390 5.0845
H 1.3257 -7.3160 7.0329
H 3.0453 -7.4326 6.6043
H 1.4133 -4.9081 7.1813
H 3.0831 -5.2712 7.6583
C 6.7758 -8.8571 4.0128
C 6.3973 -7.4333 3.6760
O 5.3839 -7.1476 4.6454
C 5.5747 -7.9795 5.7003
O 5.0027 -7.8831 6.7397
O 6.4930 -8.9262 5.4139
H 7.8225 -9.0759 3.8187
H 6.1570 -9.5902 3.4927
H 7.2246 -6.7352 3.8156
H 6.0082 -7.3252 2.6666
C -7.1778 1.0555 1.6298
C -7.9010 2.0515 0.7553
O -6.8801 3.0200 0.4813
C -5.6853 2.4162 0.6290
O -4.6427 2.9016 0.3157
O -5.8202 1.1838 1.1820
H -7.5345 0.0373 1.4976
H -7.2241 1.3138 2.6889
H -8.2354 1.6193 -0.1887
H -8.7490 2.5150 1.2515
C -6.5320 6.2969 -2.2326
C -6.3517 4.8033 -2.1273
O -7.6231 4.3005 -2.5509
C -8.2043 5.2514 -3.3336
O -9.1884 5.0786 -3.9759
O -7.5081 6.4111 -3.2816
H -5.6127 6.8153 -2.4961
H -6.9369 6.7335 -1.3227
H -5.5805 4.4273 -2.8054
H -6.1239 4.4803 -1.1211
C -3.5594 7.0912 2.1776
C -3.5047 6.2311 0.9366
O -4.8535 6.2779 0.4644
C -5.4203 7.4180 0.9530
O -6.4746 7.8437 0.6157
O -4.6176 8.0001 1.8771
H -2.6319 7.6270 2.3641
H -3.8273 6.5222 3.0707
H -2.8488 6.6426 0.1658
H -3.2075 5.2053 1.1461
*
```

---

The following is a quantum chemistry calculation of C37H61N6O7Si4Ti as an isolated structure, from OMol25.

Computed properties:
LUMO (alpha / beta): 2.05 / 2.04 eV
ΔE to the lowest compared entry with this formula, charge and spin: 126.0 kJ/mol
HOMO energy (alpha / beta): -2.37 / -4.34 eV
Electronic energy: -117265.8092 eV

ORCA input file:
```
! wB97M-V def2-TZVPD RIJCOSX def2/J DEFGRID3
* xyz -1 3
Ti -0.0112 -0.0937 -0.1641
O 0.0608 1.6570 -5.5830
C 0.0752 2.8522 -4.9645
C 0.1017 3.9945 -5.7562
C 0.1201 5.2587 -5.1888
C 0.1157 5.3990 -3.8075
C 0.0893 4.2677 -3.0094
C 0.0658 2.9764 -3.5522
C -0.0069 1.8097 -2.6999
O -0.0834 1.9536 -1.3366
N -0.0743 0.6062 -3.1811
N -0.2989 -0.3828 -2.3063
C -0.6065 -1.5543 -2.9176
C -1.2579 -2.6501 -2.3066
C -1.7166 -3.7298 -3.1000
C -2.5250 -4.7237 -2.5894
C -2.9189 -4.6797 -1.2524
C -2.4539 -3.6582 -0.4319
C -1.5876 -2.6695 -0.9111
O -1.0880 -1.7812 -0.0765
H 0.0216 0.9595 -4.8765
H 0.1092 3.8603 -6.8310
H 0.1415 6.1333 -5.8279
H 0.1488 6.3809 -3.3523
H 0.1275 4.3680 -1.9339
H -0.4737 -1.5753 -3.9948
H -1.4432 -3.7438 -4.1504
H -2.8637 -5.5255 -3.2349
H -3.5709 -5.4443 -0.8470
H -2.7133 -3.6206 0.6207
N -2.1364 3.6776 -0.6663
C -2.9311 3.5882 0.5780
C -3.8959 2.3946 0.5355
C -3.2486 1.0470 0.8609
N -2.3209 0.6043 -0.2065
C -2.5766 1.1357 2.2208
C -1.4932 2.2058 2.2869
N -0.3018 1.7115 1.5726
C -2.0133 3.5636 1.8031
H -1.6522 4.5698 -0.7026
H -2.7555 3.6727 -1.4721
H -0.7589 2.6238 -1.0515
H -3.5434 4.4927 0.6635
H -4.3966 2.3612 -0.4386
H -4.6786 2.5799 1.2762
H -4.0358 0.2951 0.9354
H -2.1968 1.3567 -0.8727
H -2.7189 -0.1670 -0.7304
H -2.1499 0.1789 2.5155
H -3.3507 1.3763 2.9593
H -1.2336 2.3374 3.3414
H 0.0422 0.9145 2.1222
H 0.4601 2.3837 1.5700
H -1.1696 4.2435 1.6334
H -2.5829 3.9962 2.6304
N 1.4491 -1.8338 -0.4513
H 2.4173 -1.7665 -0.7361
H 1.0024 -2.5827 -0.9718
H 1.4153 -2.0708 0.5386
C 3.2711 0.0510 3.4826
Si 3.9503 -0.2682 1.7467
C 5.7603 0.2975 1.8642
C 4.0600 -2.1564 1.5830
Si 2.7226 0.8071 0.0451
Si 3.9257 0.4485 -1.9464
C 5.8019 0.2415 -1.7654
C 3.3674 -1.0977 -2.8914
C 3.6589 1.8687 -3.1682
Si 3.4455 2.9897 0.5058
C 5.2201 3.4637 0.0273
C 3.3142 3.4777 2.3383
C 2.3570 4.2741 -0.3644
H 3.8891 -0.5017 4.2001
H 2.2391 -0.2792 3.5870
H 3.3180 1.1101 3.7493
H 6.2414 -0.3099 2.6415
H 5.8429 1.3434 2.1691
H 6.3204 0.1662 0.9367
H 4.7620 -2.5352 2.3346
H 4.4372 -2.4575 0.5991
H 3.1013 -2.6550 1.7575
H 6.0489 -0.6330 -1.1563
H 6.2891 1.1126 -1.3242
H 6.2253 0.0833 -2.7649
H 3.6914 -2.0302 -2.4163
H 3.8260 -1.0702 -3.8861
H 2.2817 -1.1323 -3.0145
H 3.9013 2.8501 -2.7525
H 2.6180 1.8923 -3.5040
H 4.2885 1.7130 -4.0517
H 5.9765 2.8267 0.4871
H 5.3915 4.4941 0.3627
H 5.3714 3.4382 -1.0554
H 4.0481 2.9668 2.9664
H 2.3244 3.2776 2.7628
H 3.5007 4.5550 2.4218
H 2.2709 4.0844 -1.4354
H 2.7783 5.2762 -0.2253
H 1.3466 4.2684 0.0639
O -0.7203 -1.0141 3.7662
C 0.0127 -1.4956 2.9059
O 0.4942 -0.8730 1.8909
C 0.5142 -2.9148 3.0678
C 1.1997 -3.2573 4.2245
C 1.7565 -4.5280 4.3939
C 1.5767 -5.4209 3.3674
O 1.9867 -6.7336 3.2914
C 1.6962 -7.1365 1.9552
O 0.8187 -6.1759 1.3860
C 0.8793 -5.0852 2.2230
C 0.3378 -3.8394 2.0320
H 1.3111 -2.5143 5.0046
H 2.3054 -4.7964 5.2868
H 1.2058 -8.1080 1.9721
H 2.6255 -7.1708 1.3773
H -0.1950 -3.5709 1.1268
*
```